The following is a quantum chemistry calculation of a molecular structure, C40H40AsCl2N4O7PSTi, from the Open Molecules 2025 dataset.

```
! wB97M-V def2-TZVPD RIJCOSX def2/J DEFGRID3
* xyz 0 1
Ti 0.1108 -1.3309 0.3532
C -1.3871 5.2472 1.1174
C 0.0290 5.3764 0.6305
C 0.7636 6.5409 0.8357
C 2.0720 6.6564 0.3920
C 2.6732 5.6034 -0.2830
C 1.9538 4.4418 -0.5093
C 0.6459 4.3259 -0.0504
N -0.0884 3.1255 -0.2863
C 0.3105 1.8832 0.1278
N 1.1723 1.9023 1.1752
C 2.1135 0.9031 1.5233
C 1.9030 -0.4377 1.2198
C 2.9691 -1.2973 1.5329
C 4.1103 -0.8726 2.1855
C 4.2359 0.4623 2.5478
C 3.2515 1.3714 2.2083
C 3.4011 2.8232 2.5859
N -0.1390 0.7816 -0.4067
C -1.1453 0.9651 -1.4210
C -0.8312 0.6549 -2.7422
C -1.7650 0.7982 -3.7501
C -3.0338 1.2744 -3.4456
C -3.3488 1.5836 -2.1358
C -2.4263 1.4304 -1.0989
C -2.8683 1.7863 0.2992
H -1.6587 6.0950 1.7438
H -1.5239 4.3281 1.6878
H -2.0888 5.2081 0.2811
H 0.2999 7.3662 1.3619
H 2.6221 7.5706 0.5717
H 3.6911 5.6883 -0.6391
H 2.3981 3.6105 -1.0443
H -0.7963 3.1359 -1.0063
H 1.4123 2.8308 1.4819
H 2.8946 -2.3443 1.2707
H 4.8979 -1.5781 2.4197
H 5.1154 0.8067 3.0786
H 4.3313 2.9759 3.1298
H 2.5883 3.1628 3.2365
H 3.4194 3.4799 1.7118
H 0.1461 0.2532 -2.9663
H -1.5091 0.5127 -4.7614
H -3.7776 1.3872 -4.2238
H -4.3423 1.9427 -1.8908
H -3.6818 1.1298 0.6115
H -3.2418 2.8118 0.3288
H -2.0770 1.6727 1.0349
Cl 0.9759 -6.0886 0.4933
C 1.6808 -4.9959 -0.6402
C 2.4510 -5.5012 -1.7069
C 3.0357 -4.6616 -2.6084
Cl 3.9917 -5.3234 -3.8992
C 2.8799 -3.2575 -2.5003
C 3.4517 -2.2892 -3.3547
C 3.2306 -0.9647 -3.1079
C 2.4129 -0.5898 -2.0241
N 1.8468 -1.4625 -1.2372
C 2.0885 -2.7823 -1.4429
C 1.4833 -3.6462 -0.4925
O 0.8052 -3.0887 0.4982
H 2.5791 -6.5707 -1.7978
H 4.0622 -2.6079 -4.1884
H 3.6619 -0.1993 -3.7375
H 2.2108 0.4541 -1.8095
O -1.5281 -4.4158 -1.7299
As -1.6622 -2.7570 -2.2808
O -1.3471 -2.7267 -3.8785
O -0.6232 -1.8328 -1.3320
C -3.4140 -2.0753 -1.8807
C -4.2383 -1.9338 -2.9894
C -5.5044 -1.3816 -2.8560
C -5.9430 -0.9542 -1.6143
C -5.1220 -1.0830 -0.5029
C -3.8573 -1.6384 -0.6331
S -2.9133 -1.8751 0.8633
O -2.3077 -3.1829 0.7705
O -3.8371 -1.6131 1.9329
O -1.8129 -0.8296 0.8679
H -1.2814 -4.9138 -2.5227
H -3.8667 -2.2507 -3.9564
H -6.1431 -1.2853 -3.7246
H -6.9314 -0.5276 -1.5009
H -5.4623 -0.7848 0.4788
C -1.5063 -2.2462 3.8239
P 0.0666 -1.8376 3.0063
C 1.0685 -3.2838 3.4684
C 0.7039 -0.5276 4.1057
H -1.3112 -2.4652 4.8754
H -1.9572 -3.1146 3.3463
H -2.2078 -1.4188 3.7422
H 0.9846 -3.4597 4.5423
H 2.1128 -3.1291 3.2104
H 0.6985 -4.1502 2.9212
H 0.5310 -0.7999 5.1482
H 0.1917 0.4125 3.8940
H 1.7709 -0.3885 3.9370
*
```

Computed properties:
ΔE to the lowest compared entry with this formula, charge and spin = 0.0000 eV
Orbital gap = 7.777 eV

---

The following is a quantum chemistry calculation of a molecular structure, C24H22O6S2, from the Open Molecules 2025 dataset.

```
! wB97M-V def2-TZVPD RIJCOSX def2/J DEFGRID3
* xyz 0 1
C -5.5399 3.4619 -1.9880
O -5.5351 2.0200 -1.9045
C -4.3284 1.4074 -1.7348
C -4.3121 0.0281 -1.4901
C -3.1694 -0.6835 -1.2099
C -1.9304 -0.0441 -1.0700
C -0.6510 -0.7880 -0.6267
C 0.5745 -0.1487 -1.3156
C 1.8178 -0.6637 -1.0999
C 3.0652 0.0208 -1.4314
C 4.2890 -0.6650 -1.5914
C 5.4369 0.0076 -1.9366
C 5.4985 1.4054 -1.9728
O 6.7185 1.9910 -2.0770
C 6.7535 3.4452 -2.0130
C 4.2694 2.0795 -1.9324
C 3.0885 1.4099 -1.6426
C -1.9057 1.3181 -1.4054
C -3.0661 2.0405 -1.7203
H -6.5971 3.6808 -2.0673
H -5.1285 3.9370 -1.0854
H -5.0243 3.7700 -2.9059
H -5.2676 -0.4612 -1.3982
H -3.2384 -1.7514 -1.0363
H -0.6710 -1.9166 -0.8635
H 0.4778 0.6447 -2.1491
H 1.9366 -1.6210 -0.5830
H 4.3045 -1.7493 -1.4845
H 6.3732 -0.4993 -2.0449
H 7.8170 3.6694 -2.0266
H 6.2688 3.9001 -2.8934
H 6.3051 3.8115 -1.0743
H 4.2600 3.1443 -2.0265
H 2.1506 1.9442 -1.5306
H -0.9613 1.8593 -1.3410
H -3.0079 3.1198 -1.8430
C -0.9120 -3.5309 5.4552
C 0.0271 -3.1038 4.4896
C -0.4793 -2.5601 3.2961
C -1.8412 -2.4517 3.0917
C -2.7882 -2.9237 4.0094
C -2.2889 -3.4477 5.2180
S -2.2111 -1.6185 1.5585
O -2.4510 -2.7467 0.6880
O -3.2117 -0.6367 1.8605
C -0.6801 -0.7826 0.9625
S 0.4637 -1.8216 1.9609
O 1.4323 -1.0025 2.6213
O 0.8264 -2.9337 1.1259
H -0.5407 -3.9606 6.3951
H 1.1061 -3.1802 4.6681
H -3.8626 -2.8769 3.7962
H -3.0061 -3.8203 5.9588
H -0.6542 0.2735 1.3597
*
```

Computed properties:
Orbital gap = 8.135 eV

---

The following is a quantum chemistry calculation of a molecular structure, C15H12CoI2N2O10SYb, from the Open Molecules 2025 dataset.

```
! wB97M-V def2-TZVPD RIJCOSX def2/J DEFGRID3
* xyz 4 6
I 1.2531 -3.6413 -1.4148
I 1.4334 3.5442 -1.4021
Co -0.1488 1.3268 -1.1042
Yb -0.2260 -1.3480 -1.1654
S 1.0226 -0.0152 -2.7485
C -1.5872 -1.9238 -2.3363
C -1.2577 -1.9798 0.2905
C 0.4929 -0.0310 -4.5519
C 1.3549 1.0796 -5.1726
C -0.9858 0.2536 -4.7751
C 0.9068 -1.4095 -5.0792
C -0.9960 1.9600 0.4569
C -1.5869 2.0167 -2.1232
O -1.8482 -2.4572 1.1547
O -2.4108 -2.3113 -3.0415
O -1.5076 2.3826 1.3978
O -2.4155 2.5277 -2.7364
H 1.1077 1.1620 -6.2378
H 2.4202 0.8520 -5.0793
H 1.1601 2.0432 -4.6927
H -1.3414 -0.3712 -5.6033
H -1.1430 1.2966 -5.0558
H -1.5941 0.0215 -3.8992
H 0.6805 -1.4555 -6.1511
H 0.3667 -2.2154 -4.5771
H 1.9776 -1.5829 -4.9413
O 1.5949 -1.7882 1.5769
C 1.0160 -0.6111 1.6324
O 0.7429 -0.0709 0.4007
C 0.6019 -0.2087 3.0880
C -0.4761 0.6140 3.4844
C -0.7780 0.9650 4.8247
C -0.0271 0.3825 5.8404
C 0.9812 -0.5389 5.5341
C 1.2890 -0.8119 4.1734
N 1.6794 -1.1972 6.5935
O 1.4232 -0.9511 7.7348
O 2.4817 -2.0465 6.3506
N -1.8362 1.8844 5.1518
O -2.4776 2.4046 4.2894
O -2.0272 2.2105 6.2866
H -1.1330 0.9399 2.7882
H -0.2574 0.6172 6.8755
H 2.0763 -1.5168 3.9641
*
```

Computed properties:
ΔE to the lowest compared entry with this formula, charge and spin = 8.4085 eV
Orbital gap (spin up / spin down) = 5.217 / 4.248 eV

---

The following is a quantum chemistry calculation of a single C4H6BrClO molecule, from the Open Molecules 2025 dataset.

```
! wB97M-V def2-TZVPD RIJCOSX def2/J DEFGRID3
* xyz 0 1
C -0.4570 -0.7979 0.6355
C -1.3453 -0.8739 -0.6115
C 0.7293 1.4661 -0.1128
C 0.8178 0.1602 0.6164
O -0.8185 -1.3682 1.6358
Cl 1.6646 0.1614 2.2097
Br 1.9373 -1.1336 -0.8651
H -1.1991 -0.0982 -1.3346
H -2.3221 -0.9077 -0.1249
H -1.2582 -1.9047 -1.1304
H 0.6197 2.3556 0.5023
H 1.7119 1.4813 -0.5322
H -0.0803 1.4598 -0.8882
*
```

Computed properties:
ΔE to the lowest compared entry with this formula, charge and spin = 0.0546 eV
Orbital gap = 9.366 eV
SMILES = CC(=O)[C@@](C)(Cl)Br

---

The following is a quantum chemistry calculation of a molecular structure, C20H15BLiN3O11, from the Open Molecules 2025 dataset.

```
! wB97M-V def2-TZVPD RIJCOSX def2/J DEFGRID3
* xyz -2 1
Li -22.1757 -21.8360 -2.2705
C -23.9854 -23.4707 -2.8199
O -22.9825 -24.0302 -2.1816
O -25.0134 -24.1225 -3.1713
O -23.8319 -22.2111 -3.1469
O -27.4475 -16.3415 -2.9461
C -26.2663 -16.4798 -3.0843
O -25.5264 -17.4232 -2.5248
B -24.1695 -17.3485 -3.0249
O -24.2273 -16.3907 -4.1710
C -25.3962 -15.7939 -4.1673
O -25.7333 -14.8736 -4.8547
O -23.2235 -16.8036 -1.9988
C -22.2957 -17.6889 -1.7381
O -21.3457 -17.6155 -1.0088
C -22.5467 -18.9055 -2.6797
O -23.5535 -18.6077 -3.4630
O -21.8097 -19.8503 -2.7537
N -24.5108 -21.3125 -6.2089
C -23.2073 -21.0869 -6.0935
C -22.3706 -21.0217 -7.2038
C -22.9232 -21.0355 -8.4711
C -24.2938 -21.2035 -8.6119
C -25.0109 -21.3955 -7.4438
H -22.7974 -20.9730 -5.0927
H -21.3015 -20.9072 -7.0658
H -22.2451 -20.9998 -9.3178
H -24.6940 -21.1639 -9.6165
H -26.0639 -21.6649 -7.4060
N -20.4178 -22.6360 -3.1183
C -20.1415 -23.8467 -2.6671
C -19.1397 -24.6919 -3.1681
C -18.3222 -24.1817 -4.1537
C -18.7050 -22.9911 -4.7625
C -19.7342 -22.2519 -4.2091
H -20.6978 -24.2066 -1.8086
H -19.0744 -25.6378 -2.6499
H -17.4782 -24.7398 -4.5455
H -18.2579 -22.5593 -5.6491
H -20.0942 -21.3132 -4.6163
N -21.4469 -21.5935 -0.2990
C -21.7808 -22.7382 0.3112
C -21.1601 -23.1925 1.4652
C -20.1456 -22.4331 2.0105
C -19.7535 -21.2678 1.3659
C -20.4188 -20.9113 0.2034
H -22.6014 -23.2896 -0.1512
H -21.4916 -24.1228 1.9070
H -19.5638 -22.7453 2.8717
H -18.8385 -20.7494 1.6204
H -20.1476 -20.0779 -0.4371
*
```

Computed properties:
ΔE to the lowest compared entry with this formula, charge and spin = 0.0000 eV
Orbital gap = 4.324 eV

---

The following is a quantum chemistry calculation of a molecular structure, C4H4O3, from the Open Molecules 2025 dataset.

```
! wB97M-V def2-TZVPD RIJCOSX def2/J DEFGRID3
* xyz 0 1
O 1.9764 0.7106 -1.2999
C 0.8034 0.4101 -1.3408
C 0.1400 -0.1455 -0.1476
C 0.5697 -0.1070 1.2199
O -0.7416 0.3757 1.3829
C -1.3172 -0.3825 -0.0690
O -1.7962 0.3028 -0.9730
H 0.2096 0.4174 -2.2678
H 0.7664 -1.0132 1.7871
H 1.3245 0.6436 1.4353
H -1.9350 -1.2120 0.2730
*
```

Computed properties:
ΔE to the lowest compared entry with this formula, charge and spin = 5.1882 eV
Orbital gap (spin up / spin down) = 7.782 / 7.782 eV